Entry 1:
A structure of composition C23H49ClO9SiZr, computed with ωB97M-V/def2-TZVPD.

## Properties
frontier orbital gap	10.11	eV
total charge	+2
max |F|	2.3	eV/Å
highest occupied orbital energy	-14.85	eV
E_tot	-2379.43587	Eh
energy relative to the best compared isomer or geometry (same formula, charge and spin)	0.0	kJ/mol

Atoms and positions in Å:
1 Zr -1.429 -1.158 -1.616
2 C -0.070 1.320 -2.807
3 C 0.554 0.160 -3.586
4 O 0.295 -1.021 -2.814
5 C 1.242 -2.100 -2.847
6 C 1.134 -2.773 -1.480
7 O -0.264 -3.052 -1.331
8 C -0.617 -3.806 -0.171
9 C -2.140 -3.865 -0.210
10 O -2.540 -2.493 -0.285
11 C -3.946 -2.245 -0.191
12 C -4.057 -0.748 0.087
13 O -3.284 -0.097 -0.926
14 C -2.959 1.277 -0.661
15 C -2.314 1.819 -1.938
16 O -1.358 0.845 -2.389
17 H -0.186 2.195 -3.455
18 H 0.534 1.561 -1.925
19 H 1.629 0.329 -3.702
20 H 0.081 0.055 -4.571
21 H 2.251 -1.720 -3.018
22 H 0.969 -2.804 -3.644
23 H 1.449 -2.069 -0.700
24 H 1.724 -3.696 -1.444
25 H -0.268 -3.285 0.733
26 H -0.183 -4.811 -0.220
27 H -2.550 -4.336 0.691
28 H -2.477 -4.408 -1.105
29 H -4.384 -2.818 0.634
30 H -4.440 -2.520 -1.134
31 H -3.640 -0.525 1.078
32 H -5.100 -0.418 0.031
33 H -2.234 1.327 0.159
34 H -3.867 1.842 -0.426
35 H -1.825 2.772 -1.720
36 H -3.060 1.945 -2.732
37 Cl -2.054 -2.937 -3.459
38 C -2.855 -1.312 -3.343
39 H -3.926 -1.532 -3.274
40 H -2.707 -0.837 -4.322
41 C 3.589 1.175 -1.412
42 C 3.231 0.194 -0.296
43 C 3.912 -1.159 -0.529
44 C 3.729 0.731 1.042
45 O 1.798 -0.007 -0.366
46 Si 0.531 0.365 0.620
47 O -0.653 -0.562 0.037
48 O 1.006 0.024 2.113
49 C 0.543 -0.391 3.394
50 C 1.395 -1.595 3.798
51 C -0.932 -0.776 3.327
52 C 0.760 0.746 4.390
53 O -0.003 1.888 0.309
54 C 0.102 3.189 0.919
55 C 0.067 4.229 -0.203
56 C 1.403 3.347 1.697
57 C -1.096 3.384 1.849
58 H 4.633 1.466 -1.341
59 H 2.975 2.070 -1.319
60 H 3.425 0.726 -2.392
61 H 4.988 -1.032 -0.464
62 H 3.689 -1.567 -1.511
63 H 3.610 -1.867 0.241
64 H 4.805 0.600 1.101
65 H 3.266 0.190 1.859
66 H 3.517 1.788 1.153
67 H 1.250 -2.414 3.096
68 H 1.111 -1.926 4.793
69 H 2.448 -1.319 3.804
70 H -1.062 -1.619 2.647
71 H -1.513 0.068 2.954
72 H -1.284 -1.045 4.320
73 H 1.804 1.056 4.387
74 H 0.502 0.401 5.388
75 H 0.141 1.606 4.145
76 H 0.817 4.003 -0.958
77 H 0.281 5.212 0.208
78 H -0.911 4.277 -0.679
79 H 2.244 3.396 1.009
80 H 1.539 2.513 2.378
81 H 1.383 4.266 2.276
82 H -2.032 3.373 1.292
83 H -1.022 4.340 2.361
84 H -1.115 2.593 2.594

List of Mulliken charges in e, atom by atom:
1 Zr -0.556
2 C 0.438
3 C -1.087
4 O 0.136
5 C -0.884
6 C 0.063
7 O -0.403
8 C -0.278
9 C -0.827
10 O -0.088
11 C -0.723
12 C -0.611
13 O -0.430
14 C 0.090
15 C -0.875
16 O -0.256
17 H 0.647
18 H -0.734
19 H 0.573
20 H 0.406
21 H 0.598
22 H 0.376
23 H -0.578
24 H 0.618
25 H -0.107
26 H 0.486
27 H 0.501
28 H 0.320
29 H 0.524
30 H 0.294
31 H 0.239
32 H 0.462
33 H -0.537
34 H 0.794
35 H 0.251
36 H 0.563
37 Cl -0.106
38 C -0.193
39 H 0.519
40 H 0.562
41 C -1.391
42 C 1.766
43 C -1.582
44 C -1.653
45 O 0.271
46 Si -2.357
47 O 2.624
48 O 0.238
49 C 1.422
50 C -1.692
51 C -1.155
52 C -1.605
53 O 0.612
54 C 2.007
55 C -1.675
56 C -1.769
57 C -1.611
58 H 0.508
59 H 0.136
60 H 0.230
61 H 0.595
62 H 0.177
63 H 0.301
64 H 0.614
65 H 0.213
66 H 0.145
67 H 0.252
68 H 0.513
69 H 0.354
70 H 0.010
71 H 0.153
72 H 0.645
73 H 0.282
74 H 0.568
75 H 0.285
76 H 0.249
77 H 0.500
78 H 0.388
79 H 0.316
80 H 0.223
81 H 0.663
82 H 0.285
83 H 0.510
84 H 0.246

=====

Entry 2:
A cluster of 4 separate species, C23H50BrN3O3 in total, computed with ωB97M-V/def2-TZVPD.

## Properties
frontier orbital gap (spin up / spin down)	2.89 / 2.89	eV
multiplicity	2
⟨S²⟩	0.7556
total charge	+1
max |F|	9.5	eV/Å
highest occupied orbital energy (spin up / spin down)	-9.80 / -9.80	eV
E_tot	-3869.82858	Eh

Atoms and positions in Å:
1 C -15.311 27.292 -24.331
2 C -16.448 26.267 -24.387
3 C -17.500 26.719 -25.399
4 C -17.217 26.435 -26.852
5 C -16.751 24.967 -27.089
6 C -15.654 24.427 -26.158
7 N -15.945 24.829 -24.717
8 O -15.457 24.080 -23.637
9 C -14.235 24.936 -26.530
10 C -15.823 22.897 -26.337
11 C -17.230 26.254 -23.059
12 H -14.856 27.550 -25.288
13 H -14.504 26.964 -23.675
14 H -15.723 28.166 -23.826
15 H -17.825 27.757 -25.315
16 H -18.476 26.260 -25.243
17 H -16.506 27.115 -27.320
18 H -18.151 26.480 -27.413
19 H -16.570 24.749 -28.142
20 H -17.654 24.380 -26.918
21 H -13.787 24.414 -27.375
22 H -13.645 24.582 -25.684
23 H -14.232 26.025 -26.567
24 H -14.936 22.315 -26.083
25 H -15.972 22.699 -27.398
26 H -16.660 22.436 -25.813
27 H -18.138 25.652 -23.042
28 H -17.702 27.206 -22.818
29 H -16.569 26.118 -22.203
30 C -14.121 26.767 -30.007
31 C -14.858 27.348 -31.261
32 C -14.312 26.656 -32.516
33 C -15.212 26.667 -33.779
34 C -16.594 26.279 -33.401
35 C -17.294 27.106 -32.328
36 N -16.356 27.052 -31.123
37 O -16.924 27.232 -29.813
38 C -18.569 26.406 -31.996
39 C -17.519 28.546 -32.813
40 C -14.582 28.858 -31.382
41 H -14.039 27.587 -29.294
42 H -13.157 26.300 -30.208
43 H -14.619 25.889 -29.597
44 H -14.160 25.594 -32.325
45 H -13.300 27.005 -32.721
46 H -14.960 25.966 -34.576
47 H -15.108 27.627 -34.284
48 H -16.607 25.248 -33.047
49 H -17.181 26.145 -34.310
50 H -19.131 26.080 -32.871
51 H -19.198 27.069 -31.401
52 H -18.526 25.524 -31.357
53 H -16.682 29.065 -33.280
54 H -17.879 29.224 -32.039
55 H -18.350 28.500 -33.516
56 H -14.993 29.365 -30.509
57 H -14.921 29.345 -32.295
58 H -13.508 29.041 -31.432
59 C -9.759 28.322 -26.435
60 N -10.451 27.084 -25.828
61 C -11.205 26.316 -26.956
62 C -9.325 26.137 -25.217
63 C -11.505 27.562 -24.756
64 C -10.990 28.151 -23.517
65 O -10.450 27.174 -22.650
66 H -10.611 28.853 -26.859
67 H -9.131 27.928 -27.234
68 H -9.135 28.781 -25.668
69 H -10.444 26.013 -27.676
70 H -11.976 27.007 -27.298
71 H -11.646 25.437 -26.485
72 H -9.877 25.306 -24.778
73 H -8.747 26.748 -24.523
74 H -8.592 25.853 -25.973
75 H -12.183 26.733 -24.557
76 H -12.078 28.367 -25.217
77 H -11.796 28.640 -22.970
78 H -10.328 28.970 -23.799
79 H -11.142 26.739 -22.148
80 Br -13.799 29.539 -27.203

List of Mulliken charges in e, atom by atom:
1 C -1.348
2 C 1.780
3 C -1.823
4 C -0.424
5 C -1.853
6 C 2.014
7 N 0.696
8 O -0.278
9 C -2.033
10 C -1.752
11 C -1.767
12 H -0.165
13 H 0.410
14 H 0.537
15 H 0.475
16 H 0.564
17 H 0.217
18 H 0.622
19 H 0.397
20 H 0.592
21 H 0.567
22 H 0.653
23 H 0.339
24 H 0.385
25 H 0.420
26 H 0.428
27 H 0.448
28 H 0.432
29 H 0.406
30 C -1.521
31 C 1.649
32 C -1.335
33 C -0.760
34 C -1.378
35 C 1.810
36 N 0.442
37 O -0.455
38 C -1.954
39 C -1.701
40 C -1.702
41 H 0.103
42 H 0.429
43 H 0.273
44 H 0.472
45 H 0.454
46 H 0.428
47 H 0.330
48 H 0.431
49 H 0.496
50 H 0.396
51 H 0.400
52 H 0.352
53 H 0.318
54 H 0.349
55 H 0.425
56 H 0.397
57 H 0.360
58 H 0.402
59 C -0.964
60 N 0.080
61 C -0.790
62 C -0.832
63 C 0.495
64 C -0.896
65 O -0.517
66 H 0.362
67 H 0.391
68 H 0.438
69 H 0.438
70 H 0.232
71 H 0.321
72 H 0.325
73 H 0.390
74 H 0.346
75 H 0.028
76 H -0.169
77 H 0.444
78 H 0.362
79 H 0.340
80 Br -0.674

=====

Entry 3:
A cluster of 2 separate species, C23H50ClNO3P in total, computed with ωB97M-V/def2-TZVPD.

## Properties
frontier orbital gap	7.25	eV
total charge	-1
max |F|	7.9	eV/Å
highest occupied orbital energy	-4.72	eV
E_tot	-1988.09727	Eh
energy relative to the best compared isomer or geometry (same formula, charge and spin)	491.8	kJ/mol

Atoms and positions in Å:
1 C 1.611 2.348 0.109
2 C 0.764 2.290 -1.292
3 C -0.335 1.044 -1.364
4 C 0.361 -0.372 -1.875
5 C 0.450 -0.204 -3.538
6 P -0.669 -1.943 -1.465
7 C -2.426 -1.116 -1.658
8 C -3.656 -2.201 -1.638
9 C -4.115 -2.784 -3.095
10 N -3.708 -2.275 -4.457
11 O -4.965 -3.848 -3.079
12 C -0.574 -1.856 0.437
13 C 0.707 -1.064 1.062
14 C -0.594 -3.357 1.176
15 C -2.111 -3.952 1.389
16 O -0.930 -2.432 -3.149
17 C -0.049 -3.569 -3.566
18 C 1.130 -3.783 -2.448
19 C 2.681 -4.032 -2.910
20 C 3.680 -2.744 -2.733
21 C 4.097 -2.424 -1.159
22 Cl 5.941 -2.147 -0.995
23 O 0.908 -2.762 -1.412
24 H 2.257 3.345 0.122
25 H 0.952 2.348 1.086
26 H 2.410 1.463 0.159
27 H 1.543 2.279 -2.165
28 H 0.150 3.307 -1.355
29 H -0.938 0.927 -0.367
30 H -1.108 1.352 -2.194
31 H 1.503 -0.454 -1.537
32 H 1.084 -1.044 -4.049
33 H -0.597 -0.005 -4.031
34 H 1.071 0.804 -3.697
35 H -1.348 -3.221 -1.203
36 H -2.656 -0.367 -0.757
37 H -2.447 -0.446 -2.627
38 H -4.601 -1.607 -1.212
39 H -3.500 -3.095 -0.871
40 H -2.967 -2.953 -4.808
41 H -3.289 -1.321 -4.434
42 H -1.547 -1.311 0.862
43 H 0.920 -1.398 2.189
44 H 1.722 -1.197 0.498
45 H 0.378 0.080 1.154
46 H -0.105 -3.320 2.263
47 H 0.005 -4.168 0.582
48 H -2.400 -4.501 0.378
49 H -2.901 -3.163 1.743
50 H -2.014 -4.830 2.193
51 H -0.710 -4.551 -3.457
52 H 0.276 -3.577 -4.705
53 H 0.805 -4.777 -1.909
54 H 3.108 -4.891 -2.201
55 H 2.805 -4.439 -4.009
56 H 4.707 -3.029 -3.270
57 H 3.291 -1.760 -3.263
58 H 3.663 -3.199 -0.395
59 H 3.571 -1.386 -0.899
60 C 0.562 2.549 4.664
61 C -0.673 3.431 4.553
62 C -0.653 4.337 3.319
63 C 0.490 5.358 3.278
64 C 0.556 6.311 4.474
65 C -0.674 7.196 4.601
66 H 1.475 3.142 4.772
67 H 0.482 1.900 5.543
68 H 0.666 1.911 3.781
69 H -0.785 4.024 5.465
70 H -1.557 2.784 4.494
71 H -1.614 4.862 3.254
72 H -0.592 3.712 2.420
73 H 0.393 5.948 2.358
74 H 1.447 4.831 3.195
75 H 1.437 6.954 4.356
76 H 0.706 5.755 5.407
77 H -0.812 7.801 3.699
78 H -0.562 7.877 5.451
79 H -1.582 6.607 4.765

List of Mulliken charges in e, atom by atom:
1 C -0.393
2 C -0.557
3 C -0.328
4 C 0.476
5 C -0.824
6 P 0.621
7 C -0.718
8 C -0.131
9 C 0.348
10 N -0.641
11 O -0.615
12 C 0.361
13 C -0.230
14 C -0.359
15 C -0.919
16 O -0.585
17 C -0.677
18 C 0.222
19 C -0.852
20 C -0.553
21 C 0.295
22 Cl -0.270
23 O -0.332
24 H 0.354
25 H -0.200
26 H 0.085
27 H 0.238
28 H 0.293
29 H 0.188
30 H 0.263
31 H -0.613
32 H 0.156
33 H 0.111
34 H 0.347
35 H 0.055
36 H 0.295
37 H 0.073
38 H 0.350
39 H -0.083
40 H 0.310
41 H 0.389
42 H 0.390
43 H 0.508
44 H -0.242
45 H -0.340
46 H 0.468
47 H -0.129
48 H 0.222
49 H 0.229
50 H 0.331
51 H 0.263
52 H 0.105
53 H 0.117
54 H 0.286
55 H 0.280
56 H 0.455
57 H 0.165
58 H 0.233
59 H -0.302
60 C -0.983
61 C -0.426
62 C -0.512
63 C -0.560
64 C -0.467
65 C -1.191
66 H 0.260
67 H 0.387
68 H 0.124
69 H 0.259
70 H 0.351
71 H 0.348
72 H 0.178
73 H 0.407
74 H 0.274
75 H 0.358
76 H 0.259
77 H 0.288
78 H 0.371
79 H 0.285